13
Properties=species:S:1:pos:R:3:forces:R:3:mulliken_spin:R:1 method="wB97M-V/def2-TZVPD" e_lumo_ev="-5.955 / -5.967" spin_multiplicity=2 s2=0.76 e_homo_ha="-0.454 / -0.522" gap_ev="6.41 / 8.25" e_above_lowest_kj_mol=283.2 total_charge=+1
C -1.2785 0.4899 0.6404 0.4748 2.9537 2.5756 0.059
C 0.1616 -0.3682 -0.4783 1.2450 -0.5410 -0.2065 0.404
C 1.2822 0.3323 0.1566 1.4058 -3.6956 -2.7773 0.196
O 2.2353 0.7479 -0.6040 -0.5436 0.2969 -0.5177 0.250
Cu 2.7207 0.2172 -2.7639 -0.3461 0.5048 1.4893 0.001
H -1.4453 1.4306 0.1090 0.3550 -0.9572 -1.9510 0.002
H 0.1079 -0.3058 -1.5681 -0.2403 0.0778 0.2566 0.013
H -2.2755 0.4844 1.1001 0.3742 0.1338 1.4193 0.046
H -0.0211 1.0724 1.0205 -3.8591 -1.3195 0.7982 -0.019
C -0.9314 -0.9611 0.3413 2.2119 1.2077 -1.6707 0.032
H -0.5400 -1.4764 1.2327 -0.6408 0.1593 -0.2698 0.013
H -1.6767 -1.4942 -0.2592 0.1931 0.0826 0.4152 0.000
H 1.6608 -0.1690 1.0729 -0.6299 1.0967 0.4387 0.004

=====

45
Properties=species:S:1:pos:R:3:forces:R:3:nbo_charge:R:1 method="wB97M-V/def2-TZVPD" e_lumo_ev="-4.486 / -4.487" e_homo_ha="-0.345 / -0.352" gap_ev="4.90 / 5.09" total_charge=+1
Zn 2.2111 -0.6536 -2.4446 0.0301 0.7504 -0.9023 1.716
I 1.6130 -2.8463 1.9340 -0.0856 0.8991 0.0671 0.290
C 1.3522 -0.8248 1.4328 -0.7081 3.1256 -0.4218 -0.314
C 0.4542 0.0964 1.9909 0.3669 -3.7487 0.8082 -0.054
C -1.2598 1.2076 0.4640 -2.0000 -0.0860 -0.1061 0.171
I -2.5410 3.5773 1.2817 0.6954 -0.4895 -0.7264 -0.218
C -0.8788 1.2960 -0.9621 -0.0309 1.1734 -1.5149 -0.237
C -0.7887 2.4478 -1.7941 -0.4155 -1.3503 1.2113 -0.113
C -0.2292 2.1945 -3.0845 0.4831 -0.3724 -0.6397 -0.346
C 0.3835 0.9533 -3.3266 -0.4815 1.9615 -1.3894 0.027
N 0.3677 -0.1596 -2.5559 -1.9570 1.4043 -0.3708 -0.841
C -0.6257 0.0120 -1.5747 -1.5737 -2.5201 0.9265 0.280
C 2.0002 -0.2935 0.1609 -2.3897 -0.6924 0.1037 0.677
O 2.4508 -1.1149 -0.6678 0.9519 -0.4297 1.2033 -0.778
H -0.0900 -0.1841 2.9279 0.4313 -0.0414 -0.9839 0.260
H -1.2607 3.3987 -1.3924 0.8883 -1.1092 -0.7703 0.277
H -0.2104 2.9083 -3.9454 -0.0923 -0.5328 1.2157 0.248
H 0.8388 0.8378 -4.3136 0.2438 0.0770 0.3116 0.202
S -3.0867 0.5040 2.3981 -0.2865 0.7041 -2.1247 0.313
C -2.3000 0.1994 0.7367 1.2739 -1.4985 1.0662 -0.253
C -2.3058 -0.9764 -0.0643 -1.0266 1.1592 0.4186 -0.166
C -1.5047 -1.0534 -1.2246 1.6365 0.2852 -0.3292 -0.354
N 1.8588 1.0271 -0.2954 0.9976 -0.3974 2.2306 -0.568
C 1.0912 1.8177 0.3982 -0.6607 -1.9052 -0.6044 0.343
C -0.0146 1.3431 1.3827 2.1757 1.6953 -1.2466 -0.477
C -2.8672 -0.8883 3.3978 0.8573 1.1642 1.1179 -0.186
C -2.0664 -0.6214 4.5231 1.0636 -0.0206 0.5309 -0.270
C -1.6217 -1.7004 5.2639 -1.2378 -0.5893 -0.5747 0.029
N -2.0753 -2.9264 5.0178 0.8045 -1.0474 -0.4485 -0.413
C -2.8993 -3.1575 4.0013 0.1428 -0.3152 1.0071 0.048
C -3.3939 -2.1254 3.2132 -1.8521 -1.8147 -0.7349 -0.269
H -2.9266 -1.8967 0.1041 0.3223 1.3910 0.3205 0.247
H -1.6008 -1.9589 -1.8562 0.5754 0.6509 0.5288 0.237
H 1.1136 2.8060 0.0482 -0.1695 1.5130 -0.0263 0.217
H -0.1702 2.1359 2.0871 -0.0646 0.2122 0.7162 0.303
H -1.7223 0.3752 4.8667 -0.3174 -0.5121 -0.9233 0.238
H -0.8812 -1.6766 6.0315 0.1936 0.5638 0.6512 0.206
H -3.1350 -4.2290 3.8598 -0.3038 0.8393 -0.0311 0.208
H -4.3279 -2.3384 2.6177 1.5827 0.4507 -0.0348 0.243
C 5.5372 0.4760 -5.3820 0.8977 0.0330 -1.1699 -0.780
C 4.3697 0.2583 -4.5859 -4.0607 -0.7534 2.9623 0.554
N 3.4006 0.1186 -3.9120 3.9807 -0.0817 -2.3213 -0.606
H 6.3577 0.8432 -4.8047 0.2326 0.7448 0.9440 0.299
H 5.3491 1.2176 -6.1761 -0.0872 -0.4630 0.2084 0.302
H 6.0345 -0.4264 -5.7772 -1.0263 -0.0268 -0.1549 0.306

=====

80
Properties=species:S:1:pos:R:3:forces:R:3:mulliken_spin:R:1 method="wB97M-V/def2-TZVPD" e_lumo_ev="-0.222 / -0.451" spin_multiplicity=2 s2=0.76 e_homo_ha="-0.244 / -0.264" gap_ev="6.41 / 6.73" e_above_lowest_kj_mol=260.7
Ir -1.4459 -0.7586 -1.0446 -0.7590 -1.8030 -0.6033 0.513
S -0.0754 1.5443 -2.1444 0.2150 0.0994 -0.2914 0.219
P 0.7450 1.2423 -0.3513 -0.4862 0.0127 0.3369 0.012
C 0.2631 -0.3123 0.2002 0.3462 0.6451 -0.6139 0.024
P 1.1652 -1.7420 0.0186 0.0483 0.2418 0.9201 0.018
S 0.2173 -2.6589 -1.4846 -0.4720 0.5641 0.2900 -0.022
C 0.9761 -2.7491 1.5161 0.0901 -0.3052 -0.2122 0.001
C -0.0640 -2.4750 2.3939 0.0348 -0.0309 0.1082 -0.001
C -0.3200 -3.3425 3.4495 0.0082 0.0322 -0.0300 0.000
C 0.4486 -4.4838 3.6192 -0.0177 -0.0017 0.0001 0.000
C 1.4773 -4.7706 2.7291 0.0127 0.0008 -0.0218 0.000
C 1.7386 -3.9080 1.6779 -0.0328 0.0839 0.0301 0.001
C 2.9517 -1.6325 -0.2168 0.0362 -0.0715 -0.1569 0.004
C 3.8058 -1.4500 0.8692 -0.0315 0.0067 -0.0371 -0.003
C 5.1763 -1.4074 0.6698 -0.0026 0.0155 0.0162 0.000
C 5.6971 -1.5493 -0.6096 -0.0085 0.0065 -0.0298 0.000
C 4.8482 -1.7001 -1.6967 -0.0267 -0.0344 -0.0043 -0.001
C 3.4749 -1.7369 -1.5031 0.0384 -0.0501 0.0749 -0.002
C 0.0763 2.4776 0.8041 -0.0004 0.1356 -0.1305 -0.006
C -0.6027 2.0918 1.9486 0.0747 0.0524 0.0685 -0.005
C -1.1103 3.0574 2.8138 0.0199 -0.0556 -0.0043 -0.001
C -0.9264 4.4012 2.5378 0.0031 0.0261 -0.0172 0.000
C -0.2493 4.7922 1.3852 0.0221 -0.0167 0.0173 0.005
C 0.2457 3.8342 0.5189 -0.0200 -0.0598 0.0179 0.002
C 2.5110 1.6467 -0.3133 0.0571 -0.1015 -0.0089 -0.015
C 3.2440 1.7179 -1.4920 0.0489 0.0075 0.0519 0.007
C 4.5880 2.0655 -1.4517 -0.0311 0.0041 0.0148 0.001
C 5.1994 2.3345 -0.2357 -0.0048 0.0333 -0.0166 0.005
C 4.4713 2.2550 0.9445 0.0038 -0.0094 0.0052 -0.001
C 3.1299 1.9124 0.9072 0.0174 0.0038 0.0035 0.003
H -0.6835 -1.6049 2.2202 0.0369 0.0154 -0.0238 -0.001
H -1.1358 -3.1329 4.1304 0.0094 -0.0027 0.0065 0.000
H 0.2377 -5.1621 4.4365 0.0087 0.0075 0.0007 0.000
H 2.0621 -5.6740 2.8466 0.0166 0.0209 0.0168 0.000
H 2.5290 -4.1350 0.9712 0.0078 -0.0283 0.0221 0.000
H 3.3928 -1.3475 1.8658 0.0349 -0.0470 0.0143 0.000
H 5.8411 -1.2722 1.5134 -0.0119 0.0032 0.0006 0.000
H 6.7695 -1.5433 -0.7590 -0.0051 0.0358 0.0007 0.000
H 5.2548 -1.7983 -2.6952 0.0011 0.0028 0.0066 0.000
H 2.7993 -1.8610 -2.3410 0.0140 -0.0126 -0.0112 -0.001
H -0.7198 1.0363 2.1564 0.0290 0.0118 -0.0053 0.002
H -1.6523 2.7491 3.6980 0.0224 0.0077 0.0113 0.000
H -1.3052 5.1525 3.2198 -0.0257 -0.0093 -0.0108 0.000
H -0.1050 5.8440 1.1722 -0.0080 -0.0062 -0.0156 0.000
H 0.7675 4.1285 -0.3851 -0.0102 0.0231 0.0063 0.004
H 2.7493 1.5124 -2.4337 0.0040 0.0176 -0.0060 0.002
H 5.1548 2.1380 -2.3712 0.0008 -0.0257 -0.0002 0.000
H 6.2440 2.6186 -0.2062 0.0000 -0.0186 -0.0048 0.000
H 4.9498 2.4690 1.8917 -0.0105 -0.0073 0.0052 0.000
H 2.5569 1.8591 1.8261 -0.0033 0.0375 -0.0063 0.000
S -3.0672 -2.7427 -1.4683 -0.1473 0.3376 0.0737 0.203
C -2.5169 -2.3888 -3.0453 -0.1868 -0.0330 -0.2063 -0.006
C -2.8749 -3.0391 -4.2418 0.0563 0.0389 0.0399 -0.019
C -2.3618 -2.5808 -5.4278 0.0495 0.0457 -0.0234 0.001
C -1.4764 -1.4910 -5.4392 -0.0807 -0.1006 -0.0370 -0.001
C -1.1373 -0.9173 -4.2425 0.1309 -0.0461 0.0201 0.005
N -1.6602 -1.3524 -3.0852 0.4890 0.3215 -0.1660 0.005
H -3.5484 -3.8826 -4.1934 -0.0148 0.0125 -0.0078 0.000
H -2.6335 -3.0640 -6.3580 -0.0104 0.0000 0.0047 0.000
H -1.0613 -1.1097 -6.3606 0.0247 -0.0206 0.0061 0.000
H -0.4401 -0.0923 -4.1662 -0.0188 -0.0167 0.0505 0.001
O -2.3142 -0.7782 0.8360 0.4750 -0.4877 0.4138 0.000
C -3.0441 0.0849 1.4817 0.2657 -0.0845 0.0105 0.008
C -3.1009 -0.0005 2.8920 0.0122 -0.0799 0.0696 -0.002
C -3.8127 0.9082 3.6369 -0.0581 0.0114 -0.0749 0.000
C -4.5244 1.9430 3.0148 0.0251 -0.0803 0.0470 -0.001
C -4.5210 2.0080 1.6418 0.0092 0.0284 -0.0491 -0.001
C -3.8009 1.0866 0.8691 -0.1480 0.2033 -0.0129 0.002
C -3.8307 1.1354 -0.5723 0.0634 0.0463 -0.0904 -0.008
N -2.9938 0.5587 -1.4258 -0.1791 0.3213 -0.0041 0.044
C -3.4015 0.9164 -2.7037 0.0243 -0.0119 0.2289 -0.001
C -4.4966 1.6975 -2.6142 -0.0193 0.0411 0.0154 -0.003
N -4.7545 1.8274 -1.2697 -0.0712 0.0862 -0.0732 0.002
H -2.5505 -0.8063 3.3623 0.0035 0.0407 0.0234 0.000
H -3.8091 0.8311 4.7176 -0.0225 -0.0204 -0.0010 0.000
H -5.0591 2.6780 3.6000 -0.0187 -0.0147 -0.0009 0.000
H -5.0659 2.8107 1.1561 0.0286 0.0049 0.0049 0.000
H -2.8791 0.6010 -3.5807 0.0178 0.0183 -0.0763 0.002
H -5.0976 2.1693 -3.3693 -0.0015 -0.0054 0.0004 0.000
H -5.5291 2.3173 -0.8609 0.0076 -0.0134 0.0298 0.000

=====

51
Properties=species:S:1:pos:R:3:forces:R:3:nbo_charge:R:1 method="wB97M-V/def2-TZVPD" smiles="CCOc1ccc(C(=O)NCC(=O)OCc2c(C)noc2C)cc1OCC" e_lumo_ev=0.517 e_homo_ha=-0.320 gap_ev=9.22 e_above_lowest_kj_mol=1840.7
C -3.6446 -5.3343 -3.6072 3.1378 -1.7004 -2.8208 -0.659
C -2.6091 -5.0031 -2.6575 3.9350 1.4620 1.4703 -0.037
H -1.6798 -5.7336 -2.6528 -1.6733 1.7454 -0.2724 0.194
H -2.9971 -4.9948 -1.6329 0.2327 0.4697 -0.1065 0.187
O -2.1075 -3.4817 -3.0542 0.4973 -2.0018 3.6279 -0.557
C -1.3556 -2.8061 -1.9991 -3.3493 -10.2116 0.2387 0.250
C -0.8377 -3.3542 -0.8564 1.2169 -6.2058 0.1125 -0.219
C 0.2954 -2.8687 -0.1274 -4.7078 5.1189 -5.8610 -0.178
C 0.5916 -1.5142 -0.3511 -1.4754 -0.4116 -2.8157 -0.137
C -0.1472 -0.8965 -1.4846 7.7487 1.5674 9.2730 -0.147
C -0.9492 -1.6446 -2.0843 -3.9148 9.0977 -10.1131 0.197
O -1.3308 -0.8063 -3.2255 -2.4778 -0.2119 -2.5283 -0.589
C -2.7185 -0.9771 -4.0944 1.6135 -11.0711 10.5909 -0.017
C -3.9272 -0.9914 -2.8689 1.7907 6.7855 -5.9071 -0.629
H -4.7452 -1.0164 -3.5557 -1.2876 -0.7186 0.0710 0.201
H -3.9576 -1.6001 -2.0850 0.3622 -2.8576 2.8156 0.200
H -3.9930 0.1449 -2.5513 0.3484 -2.2504 -0.0706 0.200
H -2.8743 -0.2346 -4.6580 -0.5042 5.5601 -4.5277 0.153
H -2.7128 -2.2165 -4.3820 0.1036 4.3367 -0.2097 0.237
H 0.0434 0.1380 -1.5344 -0.2470 0.9352 -1.0397 0.250
C 1.5231 -0.7046 0.4473 -6.3588 -10.6417 6.3456 0.719
O 2.0116 0.2604 0.2449 5.7905 10.0356 -3.4915 -0.549
N 1.5800 -1.2201 1.8755 1.1364 -1.4569 -1.8999 -0.716
H 0.7450 -1.6657 2.3295 1.4808 0.8929 -0.7883 0.411
C 2.5863 -0.4637 2.6524 -12.8261 -1.5731 4.5643 -0.226
C 1.5076 0.8652 2.9807 -0.5069 2.4991 0.4330 0.786
O 0.2713 1.1276 2.7968 5.0830 -2.1827 0.6030 -0.656
O 2.3914 1.7777 3.4851 -2.9657 2.2985 0.1571 -0.558
C 1.6826 3.3103 3.7303 1.7355 -1.3786 -2.0547 -0.092
C 2.0488 4.1656 2.5606 2.7555 1.1515 1.6321 -0.215
C 1.8501 4.0203 1.2783 -0.6751 1.2724 -2.8254 0.342
O 2.4725 5.1573 0.5341 -2.0407 -3.6478 1.5721 -0.291
N 3.0861 5.8090 1.5030 3.4236 7.1934 -10.2247 -0.131
C 2.9815 5.3870 2.5665 -1.9007 -6.0465 11.9912 0.200
C 3.6767 5.8861 3.8275 2.3173 -13.1924 -4.3371 -0.527
H 4.3400 4.8873 4.4168 -1.4436 3.3011 -2.2359 0.177
H 3.0896 6.0747 4.4992 -7.2786 1.5004 7.3292 0.188
H 4.0765 6.6990 3.7280 5.7888 8.4163 -1.7286 0.200
C 0.9381 3.1654 0.5121 -2.6657 1.9796 4.4254 -0.670
H 0.0971 2.8642 1.2595 1.3660 0.3934 -1.2745 0.240
H 1.3065 2.3095 0.1801 1.8458 -3.5087 -1.7541 0.246
H 0.4741 3.7526 -0.1924 -0.9351 1.1114 -2.0565 0.231
H 2.1443 3.6591 4.6522 -0.3611 -0.3267 -0.0466 0.218
H 0.6162 3.2318 3.6515 -0.4219 -0.8079 0.9061 0.239
H 2.6922 -0.8407 3.6402 1.1525 -0.5132 0.3295 0.231
H 3.1756 -0.0771 2.0531 6.5570 3.3260 -4.8826 0.209
H 0.5403 -3.3631 0.6358 2.6847 -3.9462 5.7836 0.197
H -1.0415 -4.5582 -0.8490 0.5529 3.0318 0.7878 0.199
H -3.7623 -6.4330 -3.4681 -1.1059 0.8599 -0.0140 0.239
H -4.3792 -4.6029 -3.4449 -1.7836 0.2285 -0.5050 0.234
H -3.0653 -5.2900 -4.6241 -1.7504 0.2928 1.3318 0.225

=====

13
Properties=species:S:1:pos:R:3:forces:R:3:nbo_charge:R:1 method="wB97M-V/def2-TZVPD" e_lumo_ev=0.690 e_homo_ha=-0.320 gap_ev=9.41 e_above_lowest_kj_mol=313.0
C -1.5347 -0.0634 -0.1499 -0.0099 -0.0235 -0.0413 -0.620
C -0.1567 -0.1192 0.4892 -0.0621 0.0721 0.0210 -0.162
N 0.8288 -0.8968 -0.2679 0.1869 0.2126 -0.1611 -0.539
C 1.6692 -0.2327 -1.0221 -0.1215 -0.5315 0.1177 -0.092
C 0.4828 1.2704 0.6119 -0.2148 0.3397 0.0310 0.440
O -0.0815 2.2931 0.3205 0.1677 -0.3803 0.2381 -0.526
H -2.0557 -1.0250 -0.0873 0.1488 0.1169 -0.0348 0.209
H -1.4508 0.2369 -1.1979 0.0096 -0.0246 0.1349 0.229
H -2.1328 0.6916 0.3686 0.0729 -0.1324 -0.0899 0.237
H -0.2271 -0.5436 1.5026 0.0372 0.0851 -0.1032 0.205
H 0.8134 -1.9107 -0.1391 0.0208 0.1875 -0.0767 0.377
H 2.3557 -0.9548 -1.4993 -0.1336 -0.0184 0.0230 0.116
H 1.4895 1.2540 1.0707 -0.1020 0.0968 -0.0589 0.127

=====

Taking the records one at a time from the top gives strongest force on any atom values of 0.09397; 0.09884; 0.03981; 0.29960; 0.01085 Eh/bohr.